# 1
{"formula": "C35H11F25GeMoN3S", "method": "ωB97M-V/def2-TZVPD", "e_lumo_ev": [-12.4, -12.4], "charge": 3, "elements": ["Mo", "C", "N", "C", "C", "N", "C", "C", "F", "C", "F", "C", "F", "C", "F", "C", "F", "C", "C", "N", "C", "C", "F", "C", "F", "C", "F", "C", "F", "C", "F", "H", "H", "H", "H", "H", "H", "H", "H", "H", "H", "H", "F", "C", "C", "C", "F", "C", "F", "C", "F", "C", "F", "Ge", "S", "C", "C", "F", "C", "F", "C", "F", "C", "F", "C", "F", "C", "C", "F", "C", "F", "C", "F", "C", "F", "C", "F"], "xyz": [[1.83890, -0.20404, -0.20855], [-1.05015, 0.90831, 0.10112], [0.07599, 0.44377, 0.92837], [-0.41000, -0.63888, 1.81459], [0.79959, -1.44982, 2.29678], [1.67090, -1.47851, 1.13177], [2.08538, -2.74659, 0.68772], [3.23523, -3.37296, 1.19512], [4.01121, -2.64814, 1.98694], [3.50034, -4.71535, 0.91088], [4.53654, -5.31515, 1.43209], [2.63472, -5.41980, 0.05671], [2.88234, -6.66701, -0.24266], [1.50959, -4.78859, -0.50099], [0.73517, -5.42378, -1.35954], [1.22790, -3.48206, -0.14225], [0.16488, -2.80751, -0.64534], [0.60991, 1.55343, 1.75694], [1.41493, 2.50064, 0.87683], [2.18412, 1.65102, -0.00284], [3.13663, 2.20831, -0.84383], [4.22878, 1.39594, -1.20778], [4.16224, 0.08999, -0.74612], [5.30844, 1.84398, -1.95090], [6.28953, 1.02537, -2.25178], [5.30347, 3.18031, -2.40444], [6.28700, 3.63709, -3.12692], [4.21145, 4.00985, -2.09820], [4.17294, 5.24047, -2.54026], [3.14975, 3.53111, -1.32787], [2.11379, 4.32315, -1.08374], [-1.86990, 1.26453, 0.73045], [-1.42432, 0.07442, -0.49955], [-0.74413, 1.71617, -0.56553], [-1.06113, -1.29940, 1.22860], [-0.99012, -0.23524, 2.65019], [0.48079, -2.45358, 2.60249], [1.31057, -0.99882, 3.15749], [1.27797, 1.12992, 2.51846], [-0.20475, 2.08123, 2.26662], [2.06366, 3.13675, 1.49199], [0.76071, 3.17419, 0.30426], [3.13911, -2.35562, -2.12488], [2.90168, -3.32503, -3.07165], [1.92410, -3.09115, -4.01988], [1.67254, -4.06983, -4.97048], [0.74050, -3.76449, -5.87219], [2.36478, -5.27837, -4.98888], [2.11482, -6.18596, -5.89882], [3.35868, -5.49423, -4.01956], [4.03437, -6.61462, -4.00506], [3.62335, -4.51027, -3.05845], [4.54465, -4.70786, -2.12077], [1.00591, -1.36841, -4.38222], [1.09493, -0.23989, -2.29144], [2.16342, -0.23993, -5.53968], [1.93741, -0.39016, -6.90031], [0.99908, -1.28608, -7.22920], [2.63924, 0.34556, -7.84985], [2.41439, 0.17063, -9.12924], [3.58444, 1.28814, -7.40709], [4.22768, 2.02916, -8.27106], [3.82513, 1.44488, -6.03630], [4.70358, 2.32906, -5.58567], [3.11780, 0.66842, -5.12982], [3.34433, 0.79994, -3.79870], [-0.91052, -1.23643, -4.81219], [-1.34027, -0.08132, -5.44692], [-0.46033, 0.93159, -5.48593], [-2.61543, 0.02089, -5.99066], [-2.97924, 1.11124, -6.62836], [-3.49507, -1.06355, -5.84163], [-4.70305, -0.99813, -6.34043], [-3.09027, -2.21737, -5.14770], [-3.93377, -3.21011, -4.97786], [-1.78846, -2.29443, -4.65023], [-1.32683, -3.35194, -3.98003]], "forces_ev_per_a": [[-0.1160, 0.6628, -2.0549], [-0.6713, 0.2231, -0.8019], [0.3965, -0.1910, -0.0311], [-0.0735, -0.8679, 0.4571], [-0.8989, 0.6060, 0.6433], [0.0850, -0.2319, 0.5415], [0.2529, -0.7180, -0.7450], [0.0397, -0.0026, -0.1856], [0.0551, -0.3645, -0.0386], [-0.3744, 0.4872, -0.0514], [0.1303, -0.0319, -0.0020], [-0.0737, 0.3266, 0.1283], [0.0072, 0.2675, 0.0189], [-0.1486, 0.3085, 0.1186], [0.0899, -0.0445, 0.0885], [-0.1336, 0.1038, -0.2427], [0.3079, -0.7427, 0.1605], [0.4966, 0.7161, 0.4379], [-0.9085, 0.3614, 0.8505], [0.2509, -0.0548, 0.3502], [0.5796, -0.1478, -0.5849], [0.1662, 0.3106, -0.0607], [-0.2656, 0.2130, -0.1979], [-0.3463, -0.2125, 0.3020], [-0.0250, 0.1330, -0.0318], [-0.2661, -0.1992, 0.1925], [-0.2789, -0.2102, 0.2165], [-0.2751, -0.2409, 0.3000], [0.0781, -0.0787, -0.0042], [0.0253, 0.0793, -0.2888], [0.3260, -0.0421, -0.0802], [0.1455, -0.0054, 0.1339], [0.1180, 0.1525, 0.0985], [0.0119, -0.1018, 0.0990], [0.1492, 0.2409, 0.0746], [0.0378, 0.0864, -0.1442], [0.2157, 0.1581, -0.2122], [-0.0168, -0.0458, -0.2435], [-0.1985, 0.0315, -0.1077], [0.0742, -0.1697, -0.0799], [-0.0250, -0.1540, -0.1497], [0.2510, -0.2448, 0.0262], [0.3377, -0.6120, -0.4409], [-0.1337, 0.1402, -0.0452], [-0.3899, 0.6420, -0.0174], [0.1912, 0.0692, 0.3932], [0.0406, -0.4508, -0.3032], [0.1097, 0.3421, 0.2568], [-0.0004, -0.1072, -0.0414], [-0.3954, 0.4675, -0.0827], [-0.0038, 0.0060, 0.0056], [-0.1727, 0.2336, 0.0023], [0.0355, -0.0985, -0.0315], [0.0127, -0.6928, -1.2581], [0.6703, 0.1789, 1.7505], [-0.3278, -0.2577, 0.5190], [0.1959, 0.1480, 0.3514], [0.0996, 0.1220, -0.5209], [0.0091, 0.0016, 0.4710], [0.0210, 0.0733, -0.1450], [-0.3924, -0.3368, 0.3662], [0.0718, -0.0191, -0.0431], [-0.3416, -0.3206, 0.0355], [0.1486, 0.1141, -0.0499], [-0.1722, -0.1717, -0.2995], [0.2299, 0.1950, -0.1817], [0.9163, 0.0200, 0.2964], [-0.1415, -0.1806, 0.1103], [-0.4201, 0.2630, -0.3352], [0.3687, -0.2559, 0.2188], [-0.1690, 0.0748, -0.0252], [0.5648, -0.0635, 0.1991], [0.0826, 0.0132, 0.0741], [0.4821, 0.1687, 0.0391], [-0.1154, -0.1295, -0.0116], [-0.1683, 0.3557, -0.1123], [-0.4387, -0.2982, -0.0446]], "mulliken_charge": [-0.32, -1.42, 0.61, -0.84, -0.83, 0.02, -0.05, 0.34, -0.31, 0.34, -0.25, 0.38, -0.30, 0.33, -0.34, 0.94, -0.45, -0.91, -0.86, 0.65, -0.66, 0.59, -0.34, 0.02, -0.29, 0.68, -0.29, 0.17, -0.24, 0.89, -0.28, 0.33, 0.49, 0.33, 0.40, 0.41, 0.37, 0.55, 0.29, 0.44, 0.49, 0.56, 0.03, 0.23, 0.37, 1.03, -0.31, 0.00, -0.24, 0.72, -0.26, -0.40, -0.36, -0.84, 0.51, -0.95, 1.10, -0.32, 0.04, -0.23, 0.40, -0.25, -0.21, -0.23, 0.67, 0.45, 0.61, 0.42, -0.35, 0.13, -0.24, 0.49, -0.23, 0.08, -0.25, 0.04, -0.25]}


# 2
{"formula": "C6H13N3", "method": "ωB97M-V/def2-TZVPD", "e_lumo_ev": [-10.9, -10.9], "charge": 2, "relative_energy_ev": 6.207, "elements": ["C", "C", "C", "C", "C", "C", "N", "N", "N", "H", "H", "H", "H", "H", "H", "H", "H", "H", "H", "H", "H", "H"], "xyz": [[-1.99045, -0.84579, 0.68359], [-0.69169, -1.41682, 0.62126], [2.21519, 0.94842, 0.54577], [-3.02844, 1.27016, -0.18436], [2.47855, -0.48575, 0.21669], [1.38357, -1.10958, -0.79355], [-0.45733, 0.43315, -0.55890], [-2.10983, 0.26640, 0.01837], [0.08707, -0.75018, -0.27979], [-2.71346, -1.23308, 1.32670], [-0.29964, -2.46839, 0.69201], [2.89390, 1.21893, 1.23389], [1.30746, 1.29338, 0.99224], [2.55012, 1.42790, -0.27977], [-4.12227, 0.98184, 0.04705], [-2.85025, 2.21440, 0.37710], [-3.14074, 1.43668, -1.34350], [3.44281, -0.53563, -0.31972], [2.56856, -1.03834, 1.08932], [1.47377, -2.15826, -0.99275], [1.39140, -0.44041, -1.73722], [-0.38831, 0.99094, -1.35440]], "forces_ev_per_a": [[1.7911, 0.9803, -0.1793], [2.1043, -1.4559, -3.2560], [-1.2372, -1.7890, -0.2984], [-3.4327, 2.3477, -2.5758], [-0.6571, -0.1307, -1.9522], [1.6641, 3.3275, -0.8718], [-4.6411, -1.9537, 3.8256], [6.0239, -2.0323, -0.6497], [-3.8353, 0.8556, 1.9222], [-1.6107, -0.4725, 0.7628], [-1.0011, 1.0789, 1.0831], [2.6596, 0.8562, 2.7196], [-0.9591, -0.1096, -0.1878], [0.1499, 2.4597, -2.6892], [1.7592, -0.2723, 0.1876], [0.2702, -0.6785, -0.4009], [0.5069, 0.0861, 2.1367], [-0.4811, -0.2008, 0.1502], [-0.0849, -1.6240, 1.4856], [-0.1842, -0.5241, -0.0485], [0.6115, -1.5914, 1.0791], [0.5836, 0.8429, -2.2427]], "mulliken_charge": [0.06, -0.30, -1.38, -0.72, -0.33, -0.57, -0.39, 0.13, 0.51, 0.52, 0.40, 0.46, 0.38, 0.45, 0.39, 0.35, 0.35, 0.35, 0.36, 0.41, 0.29, 0.30]}


Asked for molar mass across the records above, the calculation gives 1149.06, 127.19 g/mol in order.
Asked for energy across the records above, the calculation gives -6543.3238, -399.8332 hartree in order.